{
  "formula": "C43H58N10O6PTi",
  "method": "ωB97M-V/def2-TZVPD",
  "gap_ev": 6.2,
  "e_lumo_ha": -0.33342,
  "charge": 3,
  "homo_ev": -15.285,
  "largest_force_ha_per_bohr": 0.0177,
  "symbols": ["Ti", "P", "O", "O", "O", "O", "O", "O", "N", "N", "N", "N", "N", "N", "N", "N", "N", "N", "C", "C", "C", "C", "C", "C", "C", "C", "C", "C", "C", "C", "C", "C", "C", "C", "C", "C", "C", "C", "C", "C", "C", "C", "C", "C", "C", "C", "C", "C", "C", "C", "C", "C", "C", "C", "C", "C", "C", "C", "C", "C", "C", "H", "H", "H", "H", "H", "H", "H", "H", "H", "H", "H", "H", "H", "H", "H", "H", "H", "H", "H", "H", "H", "H", "H", "H", "H", "H", "H", "H", "H", "H", "H", "H", "H", "H", "H", "H", "H", "H", "H", "H", "H", "H", "H", "H", "H", "H", "H", "H", "H", "H", "H", "H", "H", "H", "H", "H", "H", "H"],
  "xyz": [[0.5753, -0.3994, -1.4956], [2.2494, 0.2324, 2.7750], [-0.0376, 0.2315, -3.1002], [1.3561, 1.7778, -3.9357], [-2.0450, -2.8564, -6.1310], [-0.0500, 3.3262, -8.5134], [-0.6316, 1.8083, -9.9375], [-2.0890, -2.5136, -8.2625], [-0.3754, 2.2018, -8.8269], [-1.8187, -2.2014, -7.1331], [-2.8081, -3.0045, -0.8851], [-6.4097, -1.2840, -0.0477], [-4.7367, -2.5774, 0.3824], [-1.1316, -1.7206, -1.4347], [-5.8408, -2.3647, -0.4057], [-0.5615, 0.2129, 0.4325], [-2.7153, 4.2260, -0.4567], [1.1925, 1.6998, -1.0328], [-2.1078, -1.6427, -2.4354], [-4.5902, -1.5500, 1.2685], [-3.8604, -0.0482, 2.9440], [0.6437, 1.4437, 4.7209], [-5.8871, 0.4550, 1.7008], [0.0764, 1.5402, -6.5047], [5.1312, -2.7552, 3.1847], [0.5224, 0.9437, -4.1486], [-4.9670, 0.7866, 2.6727], [2.8721, -0.4247, -1.9049], [3.5019, 1.6228, 2.8976], [4.4219, -3.8700, 2.7606], [-3.1435, -2.4294, -2.0933], [2.0145, -0.4731, 5.5625], [-0.6438, -0.6167, -5.6834], [-1.0583, -0.0109, -7.9847], [1.2457, 0.0834, 4.3608], [2.5288, -2.4577, 2.3408], [4.5360, -1.4978, 3.2006], [-5.6701, -0.7281, 0.9911], [-1.5797, -2.5954, -0.5308], [-2.4769, 1.7405, -0.0932], [-1.1416, -0.8974, -6.9322], [4.2268, 1.7562, 4.2517], [0.2694, 2.8253, -0.6502], [3.2175, -1.3222, 2.7790], [-3.8309, -3.6110, -0.0040], [2.8419, 2.9757, 2.5839], [4.5123, 1.3914, 1.7602], [-2.2930, 2.8919, -1.0869], [-1.2551, 1.4754, 0.8101], [-0.4517, 1.2032, -7.7293], [2.6435, -1.0525, -0.6507], [1.6573, -2.3119, -2.2824], [-0.8650, -3.0644, 0.6924], [-3.6462, -1.2269, 2.2552], [1.9105, -2.2229, -0.8892], [-0.2349, 2.5883, 0.7670], [-0.8841, 2.9619, -1.6733], [-0.0264, 0.6106, -5.4739], [3.1079, -3.7194, 2.3408], [0.0818, -0.8690, 4.0509], [2.2835, -1.2149, -2.9070], [1.1562, -3.1255, -2.7825], [0.2086, 0.0978, 1.1213], [2.5683, 3.0458, 1.5271], [3.5741, 3.7684, 2.7635], [2.5232, -1.4094, 5.3317], [-0.7524, 3.8468, -2.2983], [3.6384, 2.3514, 4.9520], [4.4427, 0.8104, 4.7386], [-3.3497, -4.0677, 0.8539], [-0.0632, 1.3130, 5.5454], [1.3941, 2.1579, 5.0539], [-0.0583, -2.3872, 0.9543], [6.1555, -2.8607, 3.5182], [-0.6438, 3.5087, 1.1958], [-1.4469, -0.2511, -8.9652], [1.3093, -0.6738, 6.3754], [5.1237, -0.6657, 3.5602], [-0.5162, -0.5168, 3.1986], [-1.5276, -3.1322, 1.5498], [0.5534, 2.5003, -6.3652], [0.4204, -1.8869, 3.8506], [-4.0955, -2.6087, -2.5683], [-2.6342, 4.9893, -1.1334], [1.9708, 3.1978, 3.1930], [2.5381, -4.5847, 2.0209], [-2.8336, -1.8817, 2.5351], [3.0815, -0.7665, 0.2929], [-0.8557, 2.1168, -2.3590], [1.5906, 1.9286, -1.9496], [-1.6065, 1.3445, 1.8338], [-2.7044, 0.8501, -0.6851], [5.1764, 2.2796, 4.1088], [2.7487, 0.2359, 5.9429], [-1.2122, -0.5437, 0.6256], [-0.4355, -4.0566, 0.5346], [-0.5798, -0.9166, 4.9220], [-2.0002, -1.0203, -3.3004], [4.8879, -4.8469, 2.7610], [4.0046, 1.3714, 0.7861], [-5.1131, 1.6787, 3.2688], [1.9710, 1.7006, -0.3746], [-4.3780, -4.3639, -0.5604], [3.4855, 0.4473, -2.0761], [0.0897, 1.8835, 3.8821], [-3.3648, 1.9030, 0.5248], [-3.6919, 4.1956, -0.1539], [-2.1534, 4.4801, 0.3561], [1.5024, -2.3504, 2.0098], [5.2197, 2.2248, 1.7337], [-6.7582, 1.0675, 1.4999], [2.3418, -1.0378, -3.9689], [-3.1857, 0.2198, 3.7500], [1.7089, -2.9932, -0.1638], [-0.7309, -1.3610, -4.9075], [5.0886, 0.4717, 1.8516], [0.5967, 2.3311, 1.4215], [-3.0035, 2.7791, -1.9028], [0.8691, 3.7335, -0.6605]],
  "forces_ev_per_a": [[-0.8078, 0.3855, 0.1596], [-0.0891, 0.1684, 0.0039], [0.4635, 0.3716, -0.3279], [0.2045, 0.2863, 0.2472], [0.0283, 0.0716, 0.0406], [-0.0261, -0.0655, 0.0714], [-0.0697, -0.0259, 0.0736], [-0.0199, 0.0604, 0.0403], [0.1394, 0.0624, -0.1431], [0.0402, -0.1176, -0.0671], [-0.2637, -0.3632, 0.0013], [0.4070, -0.2805, 0.0548], [-0.3244, -0.3937, 0.0147], [0.2021, -0.2891, -0.4717], [0.0087, 0.4172, 0.2904], [0.4057, -0.4646, 0.0409], [0.0548, -0.0186, -0.0886], [-0.0281, 0.0876, -0.2763], [0.1920, 0.1171, 0.2731], [0.3905, -0.0708, -0.0270], [-0.0477, -0.0110, -0.0176], [-0.0870, 0.0169, 0.0164], [-0.0368, 0.0757, 0.0150], [0.1044, -0.0188, 0.0517], [-0.0420, 0.0702, -0.0027], [-0.4533, -0.3994, 0.0745], [0.0439, -0.0030, -0.0235], [0.1254, -0.1060, 0.0089], [0.1920, 0.0028, 0.0986], [0.0028, 0.0179, -0.0034], [-0.1767, -0.0607, 0.1789], [-0.0218, 0.0405, 0.0888], [0.0180, 0.0781, 0.0870], [0.0308, -0.0127, -0.1085], [0.0099, 0.0041, 0.1052], [0.0631, -0.0861, 0.0637], [0.0931, -0.1141, 0.1153], [-0.4602, 0.2687, -0.1738], [-0.0987, 0.3151, 0.0772], [0.0542, 0.0809, -0.0099], [-0.1620, -0.2143, -0.0663], [-0.0063, 0.0673, -0.0115], [-0.0179, -0.2156, 0.0258], [-0.0754, -0.1638, -0.0461], [0.2258, 0.2431, -0.2038], [0.1472, 0.0272, -0.0411], [0.1155, -0.0288, -0.0646], [-0.0081, 0.0067, 0.0562], [-0.0677, -0.0410, -0.1436], [-0.0437, 0.1666, -0.1731], [0.4041, -0.1364, -0.0714], [0.1857, -0.0546, 0.0313], [-0.0464, -0.0428, -0.1133], [-0.1022, 0.0895, -0.0155], [0.2764, -0.2041, -0.1208], [0.0163, 0.1201, -0.0311], [-0.0337, -0.0731, 0.1172], [-0.0869, -0.1286, 0.1542], [-0.0210, 0.0762, 0.0075], [-0.0864, -0.0611, 0.0417], [0.1381, -0.1530, 0.0631], [-0.1612, 0.0560, -0.0092], [0.0067, 0.0757, 0.0375], [-0.0423, -0.0018, -0.0277], [-0.0366, -0.0414, -0.0116], [-0.0221, 0.0035, -0.0205], [-0.0323, 0.0375, 0.0318], [-0.0095, -0.0500, -0.0067], [0.0416, -0.0301, -0.0503], [0.0146, -0.0228, 0.0448], [0.0314, 0.0096, -0.0327], [0.0231, 0.0073, -0.0188], [-0.0664, 0.0203, -0.0288], [-0.0224, 0.0001, -0.0049], [0.0136, -0.0093, -0.0274], [-0.0106, 0.0068, -0.0047], [0.0441, 0.0264, -0.0426], [-0.0362, -0.0576, 0.0013], [0.0170, -0.0193, 0.0389], [-0.0359, -0.0379, 0.0361], [-0.0157, 0.0056, 0.0008], [0.0031, 0.0348, 0.0059], [0.0563, -0.0224, 0.0210], [0.0046, 0.0236, -0.0329], [-0.0800, -0.0107, 0.0861], [0.0206, 0.0194, 0.0076], [0.0059, -0.0395, 0.0111], [-0.2035, 0.0981, 0.0551], [0.0389, 0.0680, 0.0041], [0.0561, 0.1179, -0.0751], [-0.0268, 0.0215, 0.0603], [0.0081, -0.0285, 0.0099], [-0.0680, 0.0165, -0.0061], [-0.0310, -0.0401, -0.0261], [-0.0666, 0.0235, 0.0374], [0.0015, 0.0176, -0.0335], [0.0355, 0.0049, -0.0524], [0.0530, 0.0158, -0.0238], [-0.0096, 0.0326, 0.0059], [0.0241, -0.0131, 0.0170], [0.0021, -0.0395, 0.0089], [-0.0150, -0.0201, 0.1090], [-0.0716, -0.0510, -0.0362], [-0.1280, 0.1202, 0.0086], [0.0216, -0.0019, 0.0074], [-0.0137, -0.0183, -0.0165], [-0.0371, -0.0398, 0.0026], [0.0460, -0.0091, 0.0443], [0.0584, 0.0225, 0.0563], [-0.0565, -0.0239, -0.0109], [0.0339, -0.0538, 0.0189], [-0.1323, 0.0856, -0.0425], [-0.0229, -0.0132, -0.0223], [-0.1951, 0.1281, 0.0242], [0.0146, -0.0060, -0.0159], [-0.0475, 0.1360, -0.0177], [0.0395, 0.0120, 0.0077], [-0.0411, 0.0011, -0.0354], [0.0489, 0.0752, -0.0146]]
}

***

{
  "formula": "C7H10N2O",
  "method": "ωB97M-V/def2-TZVPD",
  "gap_ev": 10.4,
  "e_lumo_ha": 0.02377,
  "charge": 0,
  "homo_ev": -9.801,
  "largest_force_ha_per_bohr": 0.0921,
  "symbols": ["O", "N", "N", "C", "C", "C", "C", "C", "C", "C", "H", "H", "H", "H", "H", "H", "H", "H", "H", "H"],
  "xyz": [[-1.7148, 1.7503, 0.8616], [-2.3181, -0.4056, 0.7942], [-0.8734, -1.2099, -1.7717], [1.7340, -0.3239, 1.3931], [2.1779, -1.0074, 2.6075], [1.3535, 0.0304, 0.2969], [0.7095, 0.6005, -0.8916], [-1.2377, 0.0047, -2.4921], [-1.6672, 0.3001, 0.0066], [-0.7052, 0.0664, -1.1033], [-2.5215, 0.5357, 1.6336], [0.6816, 1.6981, -0.8118], [-0.9577, 2.2431, 0.5190], [2.3431, -2.0753, 2.4091], [1.4276, -0.9139, 3.4050], [-2.3047, 0.1447, -2.6723], [3.1199, -0.5744, 2.9710], [0.0243, -1.5834, -2.0727], [-0.5793, 0.3439, -3.2952], [1.3079, 0.3760, -1.7870]],
  "forces_ev_per_a": [[1.6813, -1.2013, -3.6582], [-0.7895, 1.8444, 1.6548], [-0.2616, -0.2071, 0.1052], [-0.3995, -0.2785, -1.3718], [0.1811, 0.1501, 0.2798], [0.1183, 0.0984, 1.3539], [0.0748, 0.1377, -0.0303], [0.1163, 0.1371, -0.3833], [-0.4756, 1.9815, 4.2747], [-0.1458, 0.5292, -0.3889], [0.1729, -3.9404, -2.6089], [0.0650, -0.2235, -0.0121], [0.0015, 0.7359, 0.4878], [-0.0695, 0.3084, 0.0285], [0.2023, -0.0211, -0.2373], [0.3019, -0.0836, 0.0993], [-0.2423, -0.1388, -0.0407], [-0.1073, 0.1368, 0.1034], [-0.1794, -0.0080, 0.2241], [-0.2448, 0.0427, 0.1203]]
}